Entry 1:
Entry from the OMol25 dataset: 3 unconnected molecules or ions with the total composition C44H39I2NO14S (ωB97M-V/def2-TZVPD).

Last column: Mulliken charge in e.
Element x y z (Å)
C (2.044, -3.365, 1.584)  -0.42
C (3.193, -2.408, 1.373)  0.46
O (3.887, -2.029, 2.270)  -0.52
O (3.488, -2.034, 0.096)  -0.42
C (2.401, -1.670, -0.763)  0.66
C (1.824, -0.305, -0.384)  -1.23
C (0.517, -0.343, 0.420)  -0.86
C (-0.544, -1.300, -0.148)  0.21
C (-1.950, -0.745, 0.027)  1.73
C (-2.222, 0.552, -0.742)  -1.58
I (-3.079, 2.105, 0.396)  0.05
C (-2.025, 0.831, -2.033)  0.63
C (-2.391, 2.119, -2.730)  -1.52
I (-1.133, -0.486, -3.423)  -0.02
O (-2.064, -0.448, 1.460)  -0.30
S (-2.534, -1.681, 2.312)  1.12
O (-3.568, -1.287, 3.188)  -0.63
O (-1.413, -2.414, 2.779)  -0.53
O (-3.137, -2.496, 1.085)  -0.50
C (-3.100, -1.794, -0.152)  0.97
C (-3.056, -2.857, -1.245)  -0.94
C (-2.143, -4.084, -1.041)  -1.11
C (-1.068, -4.291, -2.113)  0.36
C (-0.460, -5.702, -2.025)  -0.89
O (0.974, -5.714, -1.934)  -0.39
C (1.629, -5.381, -3.080)  0.26
O (1.677, -6.082, -4.041)  -0.47
O (-4.260, -0.986, -0.348)  -0.18
N (-5.481, -1.511, 0.227)  0.09
O (-6.341, -0.761, 0.048)  -0.33
H (2.423, -4.204, 2.164)  0.45
H (1.602, -3.743, 0.663)  -0.01
H (1.270, -2.860, 2.167)  0.10
H (2.815, -1.662, -1.771)  0.33
H (1.642, -2.454, -0.731)  -0.58
H (1.706, 0.316, -1.277)  0.38
H (2.583, 0.188, 0.230)  0.50
H (0.734, -0.618, 1.456)  0.38
H (0.109, 0.671, 0.461)  0.39
H (-0.515, -2.257, 0.386)  0.44
H (-0.347, -1.520, -1.192)  -0.13
H (-1.630, 2.882, -2.545)  0.32
H (-3.357, 2.482, -2.384)  0.18
H (-2.454, 1.980, -3.808)  0.56
H (-4.092, -3.200, -1.300)  0.55
H (-2.844, -2.376, -2.203)  0.12
H (-1.690, -4.079, -0.046)  0.43
H (-2.786, -4.969, -1.063)  0.62
H (-0.260, -3.565, -1.997)  -0.29
H (-1.512, -4.133, -3.100)  0.45
H (-0.798, -6.201, -1.116)  0.41
H (-0.755, -6.323, -2.875)  0.38
H (2.127, -4.404, -3.029)  0.34
O (7.928, 0.087, 8.766)  -0.67
C (7.257, -0.727, 8.167)  0.61
C (7.006, -0.600, 6.703)  0.28
C (7.578, 0.463, 6.016)  -0.61
C (7.371, 0.594, 4.653)  -0.48
C (6.594, -0.335, 3.971)  -0.45
C (6.017, -1.394, 4.650)  -0.73
C (6.220, -1.531, 6.018)  0.20
C (5.579, -2.672, 6.732)  0.54
O (4.868, -3.464, 6.153)  -0.66
C (5.849, -2.811, 8.195)  0.16
C (5.289, -3.881, 8.882)  -0.53
C (5.535, -4.039, 10.235)  -0.48
C (6.342, -3.129, 10.910)  -0.47
C (6.898, -2.058, 10.231)  -0.57
C (6.653, -1.894, 8.873)  0.19
H (8.180, 1.175, 6.562)  0.47
H (7.817, 1.424, 4.119)  0.39
H (6.430, -0.236, 2.905)  0.47
H (5.399, -2.110, 4.126)  0.62
H (4.665, -4.579, 8.341)  0.47
H (5.098, -4.874, 10.768)  0.40
H (6.535, -3.256, 11.967)  0.39
H (7.524, -1.338, 10.740)  0.47
O (-3.202, 4.595, -4.786)  -0.63
C (-3.982, 5.304, -5.388)  0.52
C (-3.516, 6.227, -6.462)  0.10
C (-2.165, 6.253, -6.787)  -0.51
C (-1.713, 7.090, -7.793)  -0.54
C (-2.607, 7.904, -8.479)  -0.48
C (-3.953, 7.887, -8.155)  -0.57
C (-4.413, 7.050, -7.146)  0.24
C (-5.866, 7.059, -6.807)  0.55
O (-6.637, 7.803, -7.372)  -0.67
C (-6.334, 6.119, -5.747)  0.41
C (-7.686, 6.083, -5.430)  -0.74
C (-8.145, 5.210, -4.459)  -0.42
C (-7.257, 4.369, -3.799)  -0.68
C (-5.908, 4.404, -4.108)  -0.35
C (-5.440, 5.279, -5.081)  0.07
H (-1.484, 5.612, -6.245)  0.48
H (-0.661, 7.109, -8.045)  0.41
H (-2.252, 8.554, -9.267)  0.40
H (-4.662, 8.517, -8.674)  0.48
H (-8.363, 6.744, -5.954)  0.49
H (-9.199, 5.184, -4.214)  0.39
H (-7.619, 3.685, -3.042)  0.44
H (-5.203, 3.760, -3.600)  0.56

Summary:
net charge	0
multiplicity	1
SMILES	CC(=O)OCCCC[C@]1(/C(I)=C(/C)I)OS(=O)(=O)O[C@@]1(CCCCOC=O)ON=O.O=C1c2ccccc2C(=O)c2ccccc21.O=C1c2ccccc2C(=O)c2ccccc21

=====

Entry 2:
Entry from the OMol25 dataset: 7 unconnected molecules or ions with the total composition C44H40FN7O16 at a distorted geometry (ωB97M-V/def2-TZVPD).

Last column: Mulliken charge in e.
Element x y z (Å)
C (8.733, 0.840, -0.793)  -0.90
C (7.593, 0.071, -1.708)  -0.46
C (6.355, 1.029, -2.195)  0.03
C (6.650, 2.415, -3.019)  0.27
O (7.367, 2.499, -4.144)  -0.59
O (5.943, 3.510, -2.322)  -0.35
C (4.913, 2.897, -1.420)  -0.31
C (5.413, 1.409, -0.908)  0.50
C (4.303, 0.279, -0.484)  -0.20
O (4.162, -0.005, 0.840)  -0.48
N (3.419, -0.508, -1.430)  0.16
C (4.116, -1.740, -1.966)  0.56
O (3.708, -2.287, -3.145)  -0.54
F (5.222, -2.462, -1.274)  -0.23
H (8.956, 1.941, -1.122)  0.25
H (8.386, 0.749, 0.339)  0.20
H (9.749, 0.229, -0.906)  0.32
H (7.143, -0.784, -1.008)  0.17
H (8.155, -0.492, -2.579)  0.41
H (5.764, 0.389, -2.977)  0.32
H (3.908, 2.628, -1.974)  0.16
H (4.585, 3.647, -0.571)  0.31
H (6.069, 1.647, 0.060)  0.04
H (2.999, 0.084, -2.182)  0.38
O (8.094, 3.517, 4.699)  -0.59
N (7.277, 2.848, 4.048)  0.99
O (7.031, 3.018, 2.846)  -0.60
C (6.548, 1.787, 4.753)  0.04
C (6.768, 1.585, 6.123)  -0.43
C (6.053, 0.590, 6.792)  -0.48
C (5.133, -0.198, 6.099)  -0.54
C (4.924, -0.001, 4.733)  -0.39
C (5.630, 0.993, 4.053)  -0.23
H (7.481, 2.190, 6.677)  0.43
H (6.212, 0.430, 7.857)  0.37
H (4.574, -0.969, 6.627)  0.35
H (4.207, -0.621, 4.199)  0.61
H (5.453, 1.135, 2.989)  0.51
O (2.192, 1.479, -5.037)  -0.58
N (1.609, 0.751, -4.220)  1.01
O (1.926, 0.642, -3.026)  -0.69
C (0.469, -0.039, -4.699)  0.10
C (0.099, 0.025, -6.050)  -0.24
C (-0.971, -0.747, -6.506)  -0.49
C (-1.667, -1.571, -5.619)  -0.39
C (-1.303, -1.625, -4.272)  -0.59
C (-0.233, -0.859, -3.806)  -0.22
H (0.631, 0.662, -6.753)  0.42
H (-1.261, -0.710, -7.553)  0.41
H (-2.497, -2.175, -5.980)  0.38
H (-1.852, -2.267, -3.587)  0.38
H (0.040, -0.915, -2.754)  0.48
O (1.868, 0.034, 6.498)  -0.59
N (0.657, 0.124, 6.246)  0.99
O (-0.232, 0.226, 7.103)  -0.58
C (0.249, 0.103, 4.836)  -0.67
C (1.218, -0.049, 3.835)  -0.09
C (0.821, -0.093, 2.497)  -0.37
C (-0.530, 0.018, 2.164)  -0.78
C (-1.492, 0.180, 3.163)  -0.18
C (-1.107, 0.222, 4.505)  0.03
H (2.275, -0.137, 4.078)  0.20
H (1.565, -0.217, 1.713)  0.56
H (-0.836, -0.022, 1.120)  0.42
H (-2.543, 0.269, 2.896)  0.34
H (-1.869, 0.345, 5.271)  0.65
O (-3.983, -0.476, 5.522)  -0.58
N (-4.406, 0.395, 4.747)  1.07
O (-3.730, 1.343, 4.322)  -0.59
C (-5.803, 0.300, 4.307)  -0.11
C (-6.614, -0.735, 4.792)  -0.47
C (-7.949, -0.807, 4.389)  -0.18
C (-8.465, 0.144, 3.506)  -0.12
C (-7.652, 1.167, 3.016)  -0.78
C (-6.316, 1.251, 3.415)  -0.21
H (-6.227, -1.483, 5.480)  0.42
H (-8.589, -1.602, 4.765)  0.39
H (-9.508, 0.087, 3.199)  0.42
H (-8.061, 1.902, 2.327)  0.36
H (-5.696, 2.056, 3.027)  0.42
O (0.352, 0.627, -11.488)  -0.58
N (0.965, 0.587, -10.410)  0.92
O (0.476, 0.199, -9.339)  -0.56
C (2.362, 1.035, -10.401)  0.11
C (2.944, 1.518, -11.582)  -0.39
C (4.266, 1.965, -11.562)  -0.43
C (5.000, 1.926, -10.375)  -0.40
C (4.422, 1.436, -9.203)  -0.61
C (3.099, 0.988, -9.210)  -0.06
H (2.386, 1.555, -12.515)  0.42
H (4.725, 2.348, -12.471)  0.37
H (6.029, 2.282, -10.363)  0.37
H (5.001, 1.406, -8.283)  0.44
H (2.662, 0.612, -8.288)  0.40
O (-10.713, -1.217, 4.307)  -0.61
N (-11.530, -1.885, 3.657)  1.00
O (-11.776, -1.716, 2.454)  -0.59
C (-12.259, -2.947, 4.361)  0.12
C (-12.039, -3.149, 5.731)  -0.21
C (-12.754, -4.144, 6.401)  -0.50
C (-13.674, -4.931, 5.707)  -0.40
C (-13.883, -4.735, 4.341)  -0.43
C (-13.177, -3.741, 3.661)  -0.31
H (-11.326, -2.543, 6.285)  0.41
H (-12.595, -4.304, 7.465)  0.36
H (-14.233, -5.702, 6.235)  0.36
H (-14.600, -5.355, 3.807)  0.36
H (-13.353, -3.599, 2.597)  0.42

Summary:
net charge	0
multiplicity	1
SMILES	CC[C@@H]1C(=O)OC[C@H]1C(=O)NC(=O)F.O=[N+]([O-])c1ccccc1.O=[N+]([O-])c1ccccc1.O=[N+]([O-])c1ccccc1.O=[N+]([O-])c1ccccc1.O=[N+]([O-])c1ccccc1.O=[N+]([O-])c1ccccc1

=====

Entry 3:
Entry from the OMol25 dataset: a molecular structure, C44H41N5O5Ti (ωB97M-V/def2-TZVPD).

Last column: Löwdin spin population.
Element x y z (Å)
Ti (-0.643, -1.304, 0.679)  0.94
O (-3.856, 0.415, 2.779)  0.00
C (-2.813, 0.081, 2.217)  0.00
N (-2.377, -1.133, 1.846)  0.00
C (-3.107, -2.309, 2.101)  0.00
C (-4.362, -2.379, 2.708)  0.00
C (-4.958, -3.613, 2.929)  0.00
C (-4.311, -4.778, 2.550)  0.00
C (-3.063, -4.718, 1.947)  0.00
C (-2.450, -3.491, 1.709)  0.00
N (-1.224, -3.333, 1.035)  0.01
C (-0.305, -4.312, 1.140)  0.00
O (-0.253, -5.217, 1.979)  0.00
C (0.769, -4.288, 0.073)  0.00
C (1.988, -4.912, 0.324)  0.00
C (2.958, -4.882, -0.660)  0.00
C (2.666, -4.258, -1.864)  0.00
C (1.412, -3.690, -2.028)  0.00
N (0.480, -3.695, -1.081)  0.00
C (-1.787, 1.162, 1.943)  0.01
C (-2.011, 2.460, 2.374)  0.00
C (-1.013, 3.398, 2.194)  0.01
C (0.187, 3.009, 1.615)  0.00
C (0.339, 1.690, 1.225)  0.01
N (-0.632, 0.789, 1.386)  0.00
H (-4.854, -1.465, 2.996)  0.00
H (-5.932, -3.658, 3.401)  0.00
H (-4.773, -5.743, 2.723)  0.00
H (-2.554, -5.627, 1.663)  0.00
H (2.135, -5.405, 1.275)  0.00
H (3.927, -5.339, -0.495)  0.00
H (3.394, -4.204, -2.663)  0.00
H (1.152, -3.184, -2.948)  0.00
H (-2.965, 2.687, 2.826)  0.00
H (-1.161, 4.423, 2.511)  0.00
H (1.003, 3.704, 1.474)  0.00
H (1.258, 1.332, 0.780)  0.00
C (-1.553, -0.802, -1.245)  -0.01
C (-2.419, 0.387, -1.196)  0.00
C (-1.894, 1.652, -1.513)  0.00
C (-2.640, 2.810, -1.380)  0.00
C (-3.952, 2.751, -0.924)  0.00
C (-4.495, 1.510, -0.613)  0.00
C (-3.746, 0.352, -0.750)  0.00
H (-0.728, -0.646, -1.943)  0.00
H (-2.060, -1.731, -1.527)  0.00
H (-0.867, 1.720, -1.860)  0.00
H (-2.189, 3.763, -1.634)  0.00
H (-4.540, 3.653, -0.810)  0.00
H (-5.511, 1.443, -0.241)  0.00
H (-4.181, -0.603, -0.473)  0.00
C (-0.246, 4.900, -5.542)  0.00
C (0.416, 4.676, -4.210)  0.00
C (0.421, 5.693, -3.264)  0.00
C (0.996, 5.488, -2.019)  0.00
C (1.565, 4.268, -1.713)  0.00
C (1.590, 3.242, -2.661)  0.00
N (2.086, 1.976, -2.341)  0.00
C (3.022, 1.658, -1.373)  0.00
C (4.033, 2.544, -0.988)  0.00
C (4.957, 2.181, -0.022)  0.00
C (4.899, 0.937, 0.589)  0.00
C (3.893, 0.057, 0.219)  0.00
C (2.964, 0.393, -0.752)  0.00
C (1.839, -0.558, -1.098)  0.00
O (1.586, -0.771, -2.284)  0.01
O (1.255, -1.087, -0.089)  0.01
C (1.018, 3.446, -3.924)  0.00
C (1.004, 2.344, -4.948)  0.00
H (-0.740, 5.870, -5.569)  0.00
H (-0.994, 4.132, -5.747)  0.00
H (0.477, 4.867, -6.361)  0.00
H (-0.048, 6.641, -3.498)  0.00
H (0.973, 6.272, -1.274)  0.00
H (1.962, 4.081, -0.725)  0.00
H (1.614, 1.165, -2.724)  0.00
H (4.102, 3.512, -1.465)  0.00
H (5.737, 2.882, 0.249)  0.00
H (5.623, 0.661, 1.344)  0.00
H (3.804, -0.911, 0.697)  0.00
H (1.750, 1.582, -4.731)  0.00
H (1.207, 2.735, -5.946)  0.00
H (0.029, 1.850, -4.986)  0.00
C (0.984, -2.503, 4.785)  0.00
C (2.049, -3.046, 3.835)  0.00
C (1.981, -2.049, 2.687)  0.00
O (0.617, -1.589, 2.653)  0.01
C (-0.099, -2.091, 3.805)  0.00
H (1.360, -1.634, 5.330)  0.00
H (0.626, -3.239, 5.503)  0.00
H (1.759, -4.040, 3.486)  0.00
H (3.044, -3.098, 4.276)  0.00
H (2.227, -2.474, 1.716)  0.00
H (2.623, -1.179, 2.863)  0.00
H (-0.700, -2.952, 3.505)  0.00
H (-0.756, -1.298, 4.159)  0.00

Summary:
net charge	-1
multiplicity	2
expectation value of S²	0.75
energy above the lowest of the compared OMol25 structures with the same formula, charge and spin	9.9	kJ/mol

=====

Entry 4:
Entry from the OMol25 dataset: a molecular structure, C44H42CuN5O2P2STe at a distorted geometry (ωB97M-V/def2-TZVPD).

Last column: Löwdin spin population.
Element x y z (Å)
Cu (-0.113, 0.248, 0.787)  0.44
Te (3.688, 3.293, 0.130)  0.00
C (4.094, 4.322, -1.685)  0.00
C (5.060, 3.866, -2.574)  0.00
C (5.176, 4.476, -3.815)  0.00
N (4.411, 5.492, -4.222)  0.00
C (3.490, 5.925, -3.357)  0.00
C (3.296, 5.384, -2.093)  0.00
C (2.304, 1.999, -0.682)  0.01
P (2.510, 0.201, -0.526)  0.01
C (4.295, -0.134, -0.201)  0.00
C (5.242, -0.530, -1.139)  0.00
C (6.561, -0.772, -0.765)  0.00
C (6.955, -0.634, 0.557)  0.00
C (6.015, -0.263, 1.511)  0.00
C (4.704, -0.024, 1.132)  0.00
C (2.365, -0.365, -2.288)  0.00
C (1.596, -1.485, -2.586)  0.00
C (1.452, -1.929, -3.899)  0.00
C (2.089, -1.257, -4.930)  0.00
C (2.855, -0.129, -4.648)  0.00
C (2.978, 0.316, -3.341)  0.00
P (0.540, 2.238, -0.389)  0.06
C (0.159, 4.032, -0.185)  0.01
C (0.528, 4.694, 0.988)  0.00
C (0.266, 6.043, 1.170)  0.00
C (-0.392, 6.764, 0.183)  0.00
C (-0.796, 6.115, -0.974)  0.00
C (-0.529, 4.763, -1.153)  0.00
C (-0.192, 1.961, -2.073)  0.02
C (0.483, 2.409, -3.209)  0.00
C (-0.065, 2.243, -4.470)  0.00
C (-1.300, 1.612, -4.615)  0.00
C (-1.978, 1.161, -3.494)  0.00
C (-1.426, 1.340, -2.228)  0.01
H (5.702, 3.032, -2.313)  0.00
H (5.921, 4.127, -4.524)  0.00
H (2.867, 6.746, -3.696)  0.00
H (2.513, 5.771, -1.449)  0.00
H (4.958, -0.657, -2.176)  0.00
H (7.282, -1.072, -1.517)  0.00
H (7.983, -0.820, 0.844)  0.00
H (6.304, -0.158, 2.550)  0.00
H (3.975, 0.257, 1.886)  0.00
H (1.080, -1.999, -1.781)  0.00
H (0.833, -2.792, -4.113)  0.00
H (1.976, -1.596, -5.953)  0.00
H (3.338, 0.415, -5.452)  0.00
H (3.529, 1.226, -3.120)  0.00
H (1.033, 4.155, 1.773)  0.00
H (0.577, 6.529, 2.087)  0.00
H (-0.598, 7.819, 0.319)  0.00
H (-1.329, 6.657, -1.746)  0.00
H (-0.866, 4.281, -2.060)  0.00
H (1.458, 2.873, -3.087)  0.00
H (0.474, 2.593, -5.342)  0.00
H (-1.725, 1.470, -5.602)  0.00
H (-2.938, 0.669, -3.594)  0.00
H (-1.969, 0.996, -1.357)  0.00
N (-4.910, -1.011, 6.673)  0.00
C (-4.597, -0.781, 5.331)  0.00
C (-5.604, -0.732, 4.368)  0.00
C (-5.299, -0.453, 3.047)  0.00
C (-3.986, -0.213, 2.675)  0.00
C (-2.974, -0.267, 3.623)  0.00
C (-3.276, -0.554, 4.942)  0.00
S (-3.663, 0.237, 1.004)  0.00
O (-4.692, -0.385, 0.214)  0.00
O (-3.538, 1.673, 0.966)  0.00
N (-2.186, -0.316, 0.657)  0.01
C (-1.890, -1.645, 0.802)  0.01
N (-2.791, -2.573, 1.174)  0.00
C (-2.329, -3.809, 1.293)  0.00
C (-1.006, -4.171, 1.072)  0.00
C (-0.152, -3.141, 0.729)  0.00
N (-0.572, -1.895, 0.589)  0.02
H (-5.781, -1.488, 6.840)  0.00
H (-4.157, -1.363, 7.240)  0.00
H (-6.633, -0.919, 4.659)  0.00
H (-6.076, -0.437, 2.292)  0.00
H (-1.946, -0.093, 3.324)  0.00
H (-2.482, -0.603, 5.680)  0.00
H (-3.057, -4.556, 1.596)  0.00
H (-0.662, -5.190, 1.170)  0.00
H (0.908, -3.307, 0.562)  0.00
C (1.523, 1.700, 4.601)  0.02
C (0.844, 1.778, 3.229)  0.03
C (-0.526, 2.433, 3.365)  0.00
C (0.796, 0.408, 2.577)  0.28
H (1.583, 2.685, 5.075)  0.00
H (2.536, 1.296, 4.524)  0.00
H (0.950, 1.044, 5.265)  0.00
H (1.483, 2.404, 2.595)  0.00
H (-1.130, 1.901, 4.108)  0.00
H (-1.085, 2.434, 2.425)  0.00
H (-0.436, 3.468, 3.705)  0.00
H (0.273, -0.322, 3.216)  0.02
H (1.806, 0.033, 2.402)  0.02

Summary:
net charge	-1
multiplicity	2
expectation value of S²	0.75
energy above the lowest of the compared OMol25 structures with the same formula, charge and spin	69.0	kJ/mol

=====

These records have E values of -103449.145 -92161.999 -87104.431 -139201.427 eV, in the order they appear.